Here is a molecular structure, C2H4N4 at a distorted geometry from the OMol25 dataset. Energies are from wB97M-V/def2-TZVPD.

```
! wB97M-V def2-TZVPD RIJCOSX def2/J DEFGRID3
* xyz 0 1
H 1.283 -0.306 -2.117
N -0.636 -0.629 -0.772
N -0.708 0.149 1.408
N 1.379 0.436 -1.243
H 2.429 0.646 -0.930
C -1.386 -0.370 0.251
H -0.983 0.514 2.327
C 0.405 0.151 -0.335
H -2.229 -1.150 0.511
N 0.444 0.558 0.899
*
```

Properties
Lowest unoccupied orbital energy, eV: 1.10
ΔE to the lowest compared entry with this formula, charge and spin, kJ/mol: 185.2
Kohn-Sham gap, eV: 9.412
E_HOMO, eV: -8.31

=====

Here is C2H4N4 in the gas phase at a distorted geometry from the OMol25 dataset. Energies are from wB97M-V/def2-TZVPD.

```
! wB97M-V def2-TZVPD RIJCOSX def2/J DEFGRID3
* xyz 0 1
N 0.418 -0.696 -0.755
N -0.153 0.043 0.177
C -1.598 -0.046 0.122
N 0.703 0.690 0.943
H 2.833 0.586 0.738
C 1.854 0.289 0.408
H -2.025 -0.464 1.040
H -2.070 0.922 -0.075
N 1.693 -0.555 -0.627
H -1.574 -0.741 -0.740
*
```

Properties
Lowest unoccupied orbital energy, eV: 1.01
ΔE to the lowest compared entry with this formula, charge and spin, kJ/mol: 164.7
Kohn-Sham gap, eV: 11.734
SMILES string: Cn1ncnn1
E_HOMO, eV: -10.72

=====

Here is C2H4N4 in the gas phase from the OMol25 dataset. Energies are from wB97M-V/def2-TZVPD.

```
! wB97M-V def2-TZVPD RIJCOSX def2/J DEFGRID3
* xyz 0 1
H 2.110 -0.492 0.678
H 1.393 1.101 0.346
N -1.801 -0.482 -0.131
N -0.644 -1.090 -0.355
C 0.154 -0.087 -0.033
N 1.600 0.076 -0.003
H 2.082 0.043 -0.904
N -1.761 0.787 0.295
H -2.678 -0.960 -0.270
C -0.453 1.103 0.377
*
```

Properties
Lowest unoccupied orbital energy, eV: 0.19
ΔE to the lowest compared entry with this formula, charge and spin, kJ/mol: 423.2
Kohn-Sham gap, eV: 8.201
E_HOMO, eV: -8.01

=====

Here is a molecular structure, C2H4N4 at a distorted geometry from the OMol25 dataset. Energies are from wB97M-V/def2-TZVPD.

```
! wB97M-V def2-TZVPD RIJCOSX def2/J DEFGRID3
* xyz 0 3
H -0.780 -2.161 0.193
H -1.992 0.288 0.610
C 1.186 0.935 -0.154
N 1.683 -0.207 -0.432
N -0.392 -1.298 -0.175
H 1.466 2.025 -0.242
C -1.005 0.059 -0.017
N 0.141 0.474 0.690
N 0.814 -0.804 0.456
H -1.120 0.690 -0.930
*
```

Properties
Lowest unoccupied orbital energy (spin up / spin down), eV: 1.00 / -2.81
ΔE to the lowest compared entry with this formula, charge and spin, kJ/mol: 480.0
Kohn-Sham gap (spin up / spin down), eV: 6.091 / 6.507
E_HOMO (spin up / spin down), eV: -5.10 / -9.32
<S²>: 2.0071

=====

Here is C2H4N4O in the gas phase at a distorted geometry from the OMol25 dataset. Energies are from wB97M-V/def2-TZVPD.

```
! wB97M-V def2-TZVPD RIJCOSX def2/J DEFGRID3
* xyz 0 1
N 0.896 1.780 -0.042
C -1.541 -0.648 -0.099
N -1.158 0.663 0.092
H -1.789 1.381 -0.094
N -0.501 -1.425 0.011
N 0.551 -0.577 0.134
H -2.596 -0.914 -0.320
C 0.198 0.745 -0.037
H 1.930 1.546 -0.109
O 1.805 -1.071 -0.182
H 2.206 -1.480 0.647
*
```

Properties
Lowest unoccupied orbital energy, eV: 0.76
ΔE to the lowest compared entry with this formula, charge and spin, kJ/mol: 295.0
Kohn-Sham gap, eV: 9.017
SMILES string: [H]/N=c1/[nH]cnn1O
E_HOMO, eV: -8.26

=====

Here is C2H4N4O in the gas phase at a distorted geometry from the OMol25 dataset. Energies are from wB97M-V/def2-TZVPD.

```
! wB97M-V def2-TZVPD RIJCOSX def2/J DEFGRID3
* xyz 0 1
N 0.742 -0.478 0.583
H 1.403 -1.187 0.803
H -0.734 0.995 -1.762
N 1.157 -0.615 -1.737
C -1.085 0.571 1.366
N -0.148 -0.269 1.620
H -1.871 0.862 2.039
N -0.756 0.360 -0.952
O -1.112 1.248 0.165
H 1.965 -1.194 -1.398
C 0.439 -0.293 -0.726
*
```

Properties
Lowest unoccupied orbital energy, eV: 0.85
ΔE to the lowest compared entry with this formula, charge and spin, kJ/mol: 322.5
Kohn-Sham gap, eV: 10.054
SMILES string: [H]/N=C1\NN=CON1
E_HOMO, eV: -9.21